No. 1
C3H5O2S | wB97M-V/def2-TZVPD

Properties
total charge = +1
orbital gap (spin up / spin down) = 7.46 / 7.35 eV
E_LUMO (spin up / spin down) = -6.5 / -5.8 eV
maximum force = 0.0837 Eh/bohr

Structure (XYZ):
```
11
Properties=species:S:1:pos:R:3:forces:R:3:mulliken_charge:R:1
C -2.226 0.232 0.391 0.1 -1.5 -3.1 -0.417
C -0.051 1.228 -0.027 2.4 -0.8 -0.5 0.638
C 1.105 -0.983 -0.027 -1.5 -0.1 0.9 -0.583
O 0.822 1.964 -0.257 -1.4 0.1 0.3 -0.284
O -1.289 1.058 -0.024 -0.1 1.8 -0.2 -0.132
S 2.511 -0.176 0.207 0.7 0.0 1.9 0.071
H -2.637 0.218 1.291 -1.0 0.7 4.1 0.399
H -2.650 -0.375 -0.357 -0.2 -0.5 -1.0 0.346
H 1.092 -1.416 -1.023 -0.9 -0.2 0.3 0.326
H 0.420 -1.325 0.822 1.2 0.5 -1.4 0.418
H 2.903 -0.425 -0.995 0.9 0.0 -1.4 0.216
```
Positions in Å, forces in eV/Å.

---

No. 2
C3H5O2S2 | wB97M-V/def2-TZVPD

Properties
total charge = -1
orbital gap = 5.53 eV
E_LUMO = 3.5 eV
maximum force = 0.0767 Eh/bohr

Structure (XYZ):
```
12
Properties=species:S:1:pos:R:3:forces:R:3:mulliken_charge:R:1
C 0.817 0.064 2.010 -0.6 -0.6 -1.3 0.619
C 0.378 0.605 -1.608 -0.4 1.0 -0.8 -1.302
C -0.263 -0.098 -0.445 0.6 -1.0 0.1 0.100
O 0.843 -1.070 2.157 0.4 -3.0 0.8 -0.441
O 0.861 1.185 2.189 0.3 3.9 0.4 -0.347
S -1.882 0.553 -0.113 -0.1 -0.1 1.2 -0.290
S -0.348 -1.932 -0.542 0.1 0.5 1.1 -0.315
H -0.274 0.810 -2.568 0.9 -0.4 1.4 0.246
H 1.330 0.179 -1.955 -0.3 -0.3 0.2 0.311
H 0.660 1.585 -1.177 -0.2 0.0 -0.6 0.268
H -1.834 0.101 1.194 -0.6 0.6 -0.8 0.053
H -0.287 -1.982 0.859 -0.1 -0.6 -1.6 0.098
```
Positions in Å, forces in eV/Å.

---

No. 3
C3H5O2S3 | wB97M-V/def2-TZVPD

Properties
total charge = -1
orbital gap = 4.17 eV
E_LUMO = 1.7 eV
maximum force = 0.0714 Eh/bohr

Structure (XYZ):
```
13
Properties=species:S:1:pos:R:3:forces:R:3:mulliken_charge:R:1
C 1.334 1.155 1.417 -0.4 -0.8 1.7 0.663
C -2.550 -1.050 -1.552 1.0 1.2 -3.3 -0.784
C 1.819 0.010 0.568 0.8 0.3 -0.7 0.254
O 0.166 1.620 1.115 -0.7 0.7 -0.1 -0.345
O 1.894 1.474 2.439 0.7 0.4 0.0 -0.617
S 3.204 -0.839 1.182 -0.4 -2.1 -2.5 -0.174
S 1.163 -0.173 -0.878 -0.2 -0.6 -0.7 -0.239
S -2.275 0.767 -1.813 0.5 0.4 1.0 -0.695
H -2.064 -1.395 -2.519 -0.2 -0.6 1.6 0.148
H -3.575 -1.110 -1.803 -1.3 -0.8 0.5 0.251
H -2.230 -1.538 -0.655 0.2 -0.2 0.5 0.221
H 3.319 -0.076 2.159 0.4 1.9 2.8 0.130
H -0.206 1.156 0.341 -0.5 0.1 -0.7 0.189
```
Positions in Å, forces in eV/Å.

---

No. 4
C3H5O2Sr | wB97M-V/def2-TZVPD

Properties
2S+1 = 2
orbital gap (spin up / spin down) = 4.64 / 8.22 eV
E_LUMO (spin up / spin down) = 0.1 / 0.0 eV
maximum force = 0.0612 Eh/bohr

Structure (XYZ):
```
11
Properties=species:S:1:pos:R:3:forces:R:3:mulliken_spin:R:1
H 0.992 -1.163 1.419 0.7 2.6 1.6 0.029
O -0.707 0.761 -0.630 0.6 0.3 0.7 0.010
C 0.483 0.300 -0.457 -1.0 -1.6 -0.7 0.014
O 1.067 0.772 0.612 0.4 1.7 1.1 -0.007
C 1.136 -0.013 1.811 -0.5 -2.0 -1.5 -0.011
H 2.071 0.261 2.310 0.0 -0.6 -0.3 -0.002
H 0.334 0.287 2.491 -0.2 -0.3 -0.3 -0.001
C -1.446 0.021 -1.699 -1.0 0.8 -0.6 0.052
H -2.442 -0.155 -1.263 0.2 0.3 0.0 -0.027
H -1.574 0.755 -2.509 -0.1 0.0 0.2 -0.020
Sr 0.085 -1.826 -2.085 0.8 -1.0 -0.3 0.964
```
Positions in Å, forces in eV/Å.

---

No. 5
C3H5O3 | wB97M-V/def2-TZVPD

Properties
total charge = -1
SMILES string = O=C([O-])CCO
orbital gap = 8.12 eV
E_LUMO = 4.0 eV
maximum force = 0.0535 Eh/bohr

Structure (XYZ):
```
11
Properties=species:S:1:pos:R:3:forces:R:3:mulliken_charge:R:1
O 1.301 -2.225 0.194 -1.5 1.2 -0.6 -0.766
C 0.425 -1.462 -0.346 1.5 -0.8 -0.5 0.433
O -0.576 -1.744 -1.049 0.3 -0.7 0.3 -0.699
C 0.605 0.075 -0.261 0.5 0.5 -0.6 -0.503
C -0.806 0.668 0.000 1.6 -0.9 2.0 -0.210
O -0.729 1.340 1.239 0.3 1.2 2.1 -0.588
H 0.824 0.515 -1.264 0.6 -0.9 0.5 0.132
H 1.504 0.379 0.445 -2.1 -0.3 -1.0 0.380
H -1.153 1.373 -0.705 -0.1 0.8 -1.1 0.244
H -1.545 -0.127 0.081 0.2 0.0 -0.2 0.227
H 0.151 1.208 1.666 -1.3 -0.1 -0.9 0.350
```
Positions in Å, forces in eV/Å.

---

No. 6
C3H5O3 | wB97M-V/def2-TZVPD

Properties
total charge = +1
orbital gap = 8.99 eV
E_LUMO = -6.5 eV
maximum force = 0.0879 Eh/bohr

Structure (XYZ):
```
11
Properties=species:S:1:pos:R:3:forces:R:3:mulliken_charge:R:1
C -0.223 -1.313 0.165 2.3 -1.5 0.4 0.316
C 0.943 -0.552 0.406 0.1 1.3 -2.6 -0.551
C 1.103 0.436 -0.554 -1.3 -0.8 0.0 -0.343
O -0.808 1.142 0.622 -3.0 3.3 0.7 -0.312
O -1.493 0.498 -0.469 -0.4 2.4 0.4 0.007
O -1.230 -0.834 -0.367 -3.4 0.3 -1.2 -0.052
H -0.580 -2.336 0.136 1.5 -1.0 1.1 0.454
H 1.692 -0.655 1.110 0.8 -0.7 1.9 0.424
H 1.621 1.423 -0.459 0.3 -1.6 -0.3 0.310
H -1.484 1.981 0.861 2.0 -3.2 -1.1 0.407
H 0.458 0.210 -1.450 1.0 1.3 0.7 0.340
```
Positions in Å, forces in eV/Å.

---

No. 7
C3H5O3P | wB97M-V/def2-TZVPD

Properties
SMILES string = C=CC(O)(O)P=O
orbital gap = 7.42 eV
E_LUMO = -0.7 eV
maximum force = 0.0850 Eh/bohr

Structure (XYZ):
```
12
Properties=species:S:1:pos:R:3:forces:R:3:mulliken_charge:R:1
C 1.838 -0.939 -0.209 -1.7 0.8 1.7 -0.795
C 0.819 -0.560 0.582 1.2 -0.8 0.4 -0.119
C -0.294 0.234 0.109 -4.2 -0.1 1.1 0.480
O -0.746 1.285 0.992 1.1 1.6 0.2 -0.550
O -0.290 0.572 -1.178 1.6 0.5 -1.6 -0.525
P -2.287 -0.677 0.448 2.2 0.7 0.2 0.409
O -2.993 0.018 -0.631 -0.5 0.1 -0.6 -0.426
H 2.693 -1.440 0.079 1.3 -1.4 1.2 0.321
H 1.933 -0.636 -1.186 -0.4 0.9 -2.2 0.275
H 0.705 -0.884 1.646 0.4 0.4 -1.0 0.282
H -0.271 2.197 0.981 -0.7 -2.5 -0.4 0.291
H -1.106 0.830 -1.633 -0.4 -0.2 1.0 0.358
```
Positions in Å, forces in eV/Å.

---

No. 8
C3H5O3Sr | wB97M-V/def2-TZVPD

Properties
2S+1 = 2
total charge = +2
orbital gap (spin up / spin down) = 7.07 / 11.11 eV
E_LUMO (spin up / spin down) = -9.2 / -9.3 eV
maximum force = 0.0369 Eh/bohr

Structure (XYZ):
```
12
Properties=species:S:1:pos:R:3:forces:R:3:mulliken_spin:R:1
H -0.439 -1.978 0.292 -0.1 -0.4 0.0 -0.010
O 2.133 -1.325 -0.323 -0.6 -0.7 -0.7 0.004
C 0.967 -0.940 -0.454 -0.2 0.1 1.9 0.020
C -1.418 0.464 0.750 0.0 0.0 0.1 0.852
O 0.797 0.364 -0.286 0.9 0.7 -0.5 0.022
O -0.117 -1.640 -0.559 0.2 -0.4 -0.8 0.012
C -0.554 1.008 -0.312 -0.8 0.0 -0.1 -0.014
H -1.038 0.406 1.771 -0.2 0.1 -0.2 0.021
H -2.445 0.177 0.527 0.3 0.1 0.1 0.018
H -0.295 2.063 -0.163 -0.1 -0.2 -0.1 0.060
H -0.948 0.838 -1.319 0.0 0.2 0.2 0.013
Sr 3.356 0.562 0.076 0.6 0.5 0.1 0.002
```
Positions in Å, forces in eV/Å.

---

No. 9
C3H5O3Tl | wB97M-V/def2-TZVPD

Properties
orbital gap = 6.33 eV
E_LUMO = -0.3 eV
maximum force = 0.0648 Eh/bohr

Structure (XYZ):
```
12
Properties=species:S:1:pos:R:3:forces:R:3:mulliken_charge:R:1
H 0.650 -0.282 -1.526 0.1 0.3 0.6 0.290
C 1.152 -0.525 -0.571 -0.3 -2.4 0.8 -0.399
C 0.282 -0.982 0.551 -0.7 0.5 -0.1 -0.505
O -1.136 -0.637 0.298 -0.5 0.5 0.3 -0.308
C -1.492 0.582 0.156 0.0 -1.6 -0.2 0.038
O -2.800 0.605 -0.103 0.0 0.2 -0.1 -0.388
Tl 0.344 2.218 0.287 -0.5 1.8 0.5 0.507
O 1.885 0.618 -0.031 2.2 -1.6 1.8 -0.506
H 1.898 -1.312 -0.777 -0.1 0.3 -0.1 0.179
H 2.063 0.150 0.928 -0.7 1.8 -2.6 0.412
H 0.214 -1.953 1.049 0.5 0.1 -1.0 0.298
H -3.060 1.518 -0.262 0.0 0.0 0.1 0.383
```
Positions in Å, forces in eV/Å.

---

No. 10
C3H5O3Y | wB97M-V/def2-TZVPD

Properties
2S+1 = 2
total charge = +1
orbital gap (spin up / spin down) = 6.59 / 5.09 eV
E_LUMO (spin up / spin down) = -3.8 / -5.3 eV
maximum force = 0.0532 Eh/bohr

Structure (XYZ):
```
12
Properties=species:S:1:pos:R:3:forces:R:3:mulliken_spin:R:1
H 0.460 2.238 -1.807 0.3 0.5 -0.1 0.784
O -0.885 -0.670 -0.423 0.3 1.4 -0.8 0.090
C -0.319 -1.109 0.639 0.2 0.6 0.3 0.014
C -0.055 0.761 -0.877 -0.7 -2.2 1.5 0.233
O -0.724 -2.050 1.338 -0.6 -1.3 -0.5 -0.004
O 0.754 -0.439 1.009 0.2 0.1 0.4 -0.006
C 0.848 0.844 0.356 0.2 -0.1 -0.1 -0.075
Y -2.064 -4.008 1.185 0.8 1.1 0.1 0.007
H -0.904 1.450 -0.824 0.3 -0.4 -0.8 -0.027
H 0.475 0.391 -1.761 -0.8 0.3 0.0 -0.026
H 0.511 1.605 1.067 0.1 -0.1 -0.2 0.002
H 1.902 0.986 0.097 -0.3 0.1 0.1 0.008
```
Positions in Å, forces in eV/Å.

---

No. 11
C3H5O4 | wB97M-V/def2-TZVPD

Properties
total charge = +1
orbital gap (spin up / spin down) = 9.47 / 7.05 eV
E_LUMO (spin up / spin down) = -6.9 / -8.9 eV
maximum force = 0.0769 Eh/bohr

Structure (XYZ):
```
12
Properties=species:S:1:pos:R:3:forces:R:3:mulliken_charge:R:1
C -0.240 0.563 0.062 2.6 -2.5 -0.1 0.815
C -1.618 0.704 0.298 -2.8 2.7 -0.1 -1.001
C 0.145 -0.979 -0.320 1.5 -0.6 1.6 -0.406
O 0.659 1.331 -0.012 0.0 1.1 0.3 -0.306
O 3.409 0.137 0.381 -1.7 -0.6 -0.4 -0.128
O 1.612 -1.149 0.027 -1.9 0.2 -0.6 -0.139
O 2.362 0.032 -0.267 1.4 0.4 -0.7 0.390
H -1.886 1.837 0.493 0.4 -2.5 -0.1 0.330
H -1.961 0.489 -0.748 -0.6 -0.1 0.8 0.352
H -1.989 -0.040 1.032 0.0 0.6 -0.6 0.363
H -0.307 -1.131 -1.345 1.4 0.1 0.7 0.368
H -0.186 -1.792 0.398 -0.3 1.2 -0.9 0.362
```
Positions in Å, forces in eV/Å.

---

No. 12
C3H5O4P | wB97M-V/def2-TZVPD

Properties
orbital gap (spin up / spin down) = 7.37 / 7.71 eV
E_LUMO (spin up / spin down) = 0.4 / 0.2 eV
maximum force = 0.1054 Eh/bohr

Structure (XYZ):
```
13
Properties=species:S:1:pos:R:3:forces:R:3:mulliken_charge:R:1
C 0.833 -1.238 -1.684 0.6 -0.3 5.4 -0.418
C -0.109 1.169 0.593 -0.4 0.1 -0.2 0.502
C -0.479 0.007 1.492 -2.8 0.3 -2.7 -0.211
O -0.732 1.504 -0.399 1.0 -0.1 1.2 -0.538
O -0.446 -1.163 -1.730 -1.4 0.0 -1.2 -0.162
O 1.037 1.782 0.994 -1.1 -0.9 -0.2 -0.437
O -1.201 -0.996 0.701 -0.4 0.5 -0.8 -0.385
P -1.766 -0.922 -0.925 -0.6 -0.2 2.3 0.137
H 1.238 -1.135 -2.595 2.2 0.2 -2.7 0.364
H -1.228 0.380 2.228 1.2 -0.5 0.2 0.253
H 0.411 -0.497 1.701 1.3 -0.4 1.6 0.331
H 1.164 2.335 0.230 0.8 1.2 -0.5 0.333
H 1.277 -1.226 -0.607 -0.3 0.0 -2.4 0.232
```
Positions in Å, forces in eV/Å.

---

Calculated total energy in eV, matching the order above: -18108.8015, -28957.3458, -39792.8570, -8116.8600, -9335.2133, -9317.8474, -18621.0637, -10152.4283, -14023.1605, -10364.9900, -11364.8356, -20667.8055
ΔE to the lowest compared entry with this formula, charge and spin in kJ/mol, matching the order above: 362.18, 199.35, 102.80, 0.00, 66.51, 742.53, 300.59, 0.00, 498.47, 267.71, 284.83, 254.33